DFT (ωB97M-V with the def2-TZVPD basis set) results for an isolated molecule of C6H12O at a distorted geometry.

Atoms and positions in Å:
C  -1.936  -0.741  -0.770
C  -1.056  0.416  -0.296
C  0.326  -0.124  0.049
C  1.066  -0.638  -1.218
C  1.030  1.796  1.398
C  1.217  0.573  0.950
O  -0.067  -0.990  1.472
H  -1.843  -1.553  -0.044
H  -1.636  -1.112  -1.757
H  -2.982  -0.436  -0.834
H  -1.465  0.844  0.620
H  -1.049  1.214  -1.060
H  0.594  -1.525  -1.637
H  1.049  0.120  -2.033
H  2.125  -0.837  -1.029
H  0.134  2.349  1.137
H  1.794  2.256  1.998
H  2.092  -0.032  1.181
H  0.606  -1.580  1.871

Properties
HOMO = -8.724 eV
strongest force on any atom = 2.27 eV/Å
E = -310.9617 Ha

=====

DFT (ωB97M-V with the def2-TZVPD basis set) results for an isolated molecule of C5H8N2.

Atoms and positions in Å:
C  1.726  -0.200  -0.958
C  0.484  1.461  -0.467
C  1.123  0.442  0.388
N  0.064  -0.336  1.045
C  -1.093  0.011  0.439
N  -2.287  -0.549  0.818
C  -0.843  0.985  -0.530
H  1.259  0.080  -1.915
H  2.766  0.116  -1.039
H  1.615  -1.273  -0.842
H  1.953  0.626  1.079
H  0.123  -0.809  1.937
H  -3.053  -0.361  0.186
H  -2.256  -1.516  1.106
H  -1.582  1.321  -1.247

Properties
HOMO = -7.399 eV
strongest force on any atom = 0.75 eV/Å
E = -304.7198 Ha

=====

DFT (ωB97M-V with the def2-TZVPD basis set) results for an isolated molecule of C5H7N.

Atoms and positions in Å:
C  -1.740  -0.412  0.103
N  -0.353  -0.384  0.532
C  0.212  0.931  0.755
C  0.595  0.134  -0.437
C  2.503  -1.032  -1.585
C  1.919  -0.543  -0.524
H  -1.925  -1.333  -0.457
H  -2.010  0.448  -0.536
H  -2.387  -0.401  0.986
H  -0.419  1.802  0.581
H  0.899  1.013  1.594
H  0.184  0.463  -1.393
H  2.523  -0.686  0.379

Properties
HOMO = -9.574 eV
strongest force on any atom = 0.88 eV/Å
E = -249.2844 Ha

=====

DFT (ωB97M-V with the def2-TZVPD basis set) results for a structure of composition C28H35N5OsP2S at a distorted geometry.

Atoms and positions in Å:
Os  0.082  -0.160  -0.452
C  1.244  2.805  -7.711
C  0.053  2.962  -7.121
C  -1.243  2.442  -7.663
C  -1.189  1.043  -8.325
C  -0.357  0.011  -7.604
C  0.945  -0.201  -7.811
C  1.777  0.532  -8.832
C  1.495  2.046  -8.988
C  0.851  -1.769  0.587
H  2.144  3.284  -7.309
H  -0.050  3.603  -6.242
H  -1.643  3.147  -8.414
H  -1.979  2.417  -6.845
H  -2.224  0.665  -8.354
H  -0.861  1.160  -9.365
H  -0.936  -0.615  -6.914
H  1.474  -1.017  -7.307
H  1.645  0.074  -9.829
H  2.838  0.400  -8.575
H  2.396  2.487  -9.444
H  0.675  2.186  -9.704
H  1.608  -1.210  1.179
H  1.320  -2.598  0.038
H  0.026  -2.118  1.238
P  -0.842  -1.346  -2.042
P  -0.905  1.580  -1.415
N  0.210  -2.439  -2.992
N  -2.197  -2.453  -1.607
N  0.411  2.277  -2.352
N  -1.492  3.069  -0.714
C  -1.691  -0.311  -3.298
C  -2.061  1.080  -2.742
C  1.565  -2.455  -2.661
C  2.181  -3.477  -3.372
C  1.193  -4.072  -4.215
C  -0.010  -3.412  -3.964
C  -2.026  -3.500  -0.705
C  -3.272  -4.066  -0.437
C  -4.243  -3.350  -1.211
C  -3.552  -2.370  -1.918
C  1.716  2.012  -1.972
C  2.550  2.508  -2.964
C  1.731  3.081  -3.974
C  0.410  2.935  -3.563
C  -1.735  4.288  -1.357
C  -2.298  5.167  -0.439
C  -2.387  4.479  0.817
C  -1.907  3.194  0.611
H  -2.580  -0.835  -3.669
H  -0.979  -0.243  -4.137
H  -2.094  1.842  -3.539
H  -3.039  1.085  -2.226
H  1.951  -1.731  -1.950
H  3.227  -3.739  -3.284
H  1.362  -4.879  -4.920
H  -0.984  -3.541  -4.419
H  -1.047  -3.709  -0.293
H  -3.460  -4.863  0.263
H  -5.311  -3.497  -1.204
H  -3.928  -1.602  -2.577
H  1.887  1.470  -1.034
H  3.625  2.468  -2.938
H  2.052  3.533  -4.904
H  -0.511  3.259  -4.027
H  -1.483  4.423  -2.398
H  -2.635  6.174  -0.637
H  -2.769  4.864  1.747
H  -1.769  2.374  1.298
S  0.016  2.137  3.663
C  0.262  1.414  2.287
N  0.427  0.899  1.204

Properties
HOMO (spin up / spin down) = -12.925 / -12.923 eV
strongest force on any atom = 5.01 eV/Å
2S+1 = 5
⟨S²⟩ = 6.040
charge = +2
E = -2532.5097 Ha

=====

DFT (ωB97M-V with the def2-TZVPD basis set) results for a structure of composition C3H5CdO2 at a distorted geometry.

Atoms and positions in Å:
C  -1.427  0.930  0.110
C  -2.374  -0.034  0.240
O  -3.149  -0.863  0.305
H  -1.783  1.753  -0.527
H  -0.978  1.224  1.108
Cd  0.397  0.212  -0.920
O  2.060  0.196  -0.221
C  3.017  -0.657  0.309
H  3.741  -0.995  -0.457
H  3.605  -0.148  1.096
H  2.574  -1.560  0.769

Properties
HOMO = -13.616 eV
strongest force on any atom = 3.77 eV/Å
charge = +1
E = -435.1570 Ha

=====

DFT (ωB97M-V with the def2-TZVPD basis set) results for an isolated molecule of C4H5NO at a distorted geometry.

Atoms and positions in Å:
C  -2.703  1.042  -0.253
C  -0.727  -0.469  0.008
C  0.517  -0.740  0.140
C  1.381  0.542  -0.059
N  -1.659  0.448  -0.177
O  1.314  -2.039  0.332
H  1.198  1.222  0.844
H  2.507  0.457  -0.081
H  0.822  1.072  -0.825
H  -3.511  1.156  -0.818
H  0.862  -2.691  0.888

Properties
HOMO = -7.540 eV
strongest force on any atom = 6.32 eV/Å
E = -285.1922 Ha

=====

- The highest E belongs to which entry?
  C5H7N

=====

- Among the records above, which one has the lowest strongest force on any atom?
  C5H8N2

=====

- E of number 4 (C28H35N5OsP2S)?
  -2532.5097 Ha

=====

- What is the E in the fourth record?
  -2532.5097 Ha